# C4H4O2

The molecule C4H4O2 at a distorted geometry (ωB97M-V with the def2-TZVPD basis set, OMol25).

E ... -305.237706 Eh
SMILES ... C=CC(=O)C=O
Total charge ... 0
ΔE to the lowest compared entry with this formula, charge and spin ... 109.6 kJ/mol
Kohn-Sham gap ... 9.07 eV
HOMO energy ... -9.91 eV

Positions of all 10 atoms, in Å:
C: -0.868 -1.626 0.188
C: -0.456 -0.485 -0.461
C: 0.559 0.322 0.305
C: 0.773 1.824 -0.115
H: -1.532 -2.350 -0.364
H: -0.574 -1.979 1.199
H: -0.805 -0.212 -1.460
H: 1.409 2.414 0.590
O: 1.168 -0.143 1.275
O: 0.326 2.234 -1.157



# C4H4O2

The molecule C4H4O2 at a distorted geometry (ωB97M-V with the def2-TZVPD basis set, OMol25).

E ... -305.081630 Eh
Total charge ... 0
ΔE to the lowest compared entry with this formula, charge and spin ... 519.4 kJ/mol
Kohn-Sham gap (spin up / spin down) ... 7.62 / 6.02 eV
HOMO energy (spin up / spin down) ... -7.78 / -7.05 eV

Positions of all 10 atoms, in Å:
O: 1.488 1.611 1.149
C: 0.419 0.877 0.807
C: 0.302 0.438 -0.503
O: 1.109 0.649 -1.440
C: -0.702 -0.641 -0.555
C: -1.528 -1.523 -0.896
H: 2.091 1.528 0.383
H: -0.349 0.781 1.567
H: -0.801 -1.250 0.426
H: -2.029 -2.471 -0.938



# C4H4O2

A cluster of 2 separate species, C4H4O2 in total (ωB97M-V with the def2-TZVPD basis set, OMol25).

E ... -305.029837 Eh
Total charge ... 0
ΔE to the lowest compared entry with this formula, charge and spin ... 655.4 kJ/mol
Kohn-Sham gap ... 9.09 eV
HOMO energy ... -8.77 eV

Positions of all 10 atoms, in Å:
O: 0.667 -1.095 -2.051
C: 0.676 -0.139 -1.357
O: 0.377 -0.251 0.012
C: -1.036 -1.373 0.793
C: 0.186 0.894 0.650
C: 0.078 1.981 1.139
H: 0.900 0.904 -1.625
H: -1.411 -1.630 -0.220
H: -0.312 -2.182 1.008
H: -0.124 2.891 1.651



# C4H4O2Pb

A structure of composition C4H4O2Pb at a distorted geometry (ωB97M-V with the def2-TZVPD basis set, OMol25).

E ... -497.979737 Eh
Total charge ... 0
ΔE to the lowest compared entry with this formula, charge and spin ... 0.0 kJ/mol
Kohn-Sham gap ... 6.50 eV
HOMO energy ... -7.21 eV

Positions of all 11 atoms, in Å:
O: 2.195 -0.028 -0.085
C: 1.020 -0.547 0.334
H: 1.070 -1.078 1.300
C: -0.076 -0.722 -0.591
C: -1.359 -0.402 0.136
C: -0.360 0.685 0.423
O: -0.366 1.869 -0.165
Pb: 1.671 1.899 -0.159
H: 0.043 -0.506 -1.655
H: -1.643 -1.040 0.984
H: -2.194 -0.129 -0.521



# C4H4O2Pb

A structure of composition C4H4O2Pb at a distorted geometry (ωB97M-V with the def2-TZVPD basis set, OMol25).

E ... -497.321966 Eh
Total charge ... +2
ΔE to the lowest compared entry with this formula, charge and spin ... 155.7 kJ/mol
Kohn-Sham gap ... 5.62 eV
HOMO energy ... -17.06 eV

Positions of all 11 atoms, in Å:
O: -0.400 -1.775 -2.780
C: -0.611 -1.294 -1.746
C: -0.664 -0.263 -0.912
C: -0.267 -0.352 0.489
C: 1.045 0.088 0.962
H: -0.818 -1.049 1.122
H: 1.467 -0.353 1.865
H: 1.753 0.496 0.240
H: -0.732 0.696 -1.487
Pb: -0.685 2.864 1.019
O: -0.088 0.942 1.229



# C4H4O2Pt

A structure of composition C4H4O2Pt at a distorted geometry (ωB97M-V with the def2-TZVPD basis set, OMol25).

<S²> ... 3.79
E ... -423.982510 Eh
Total charge ... +1
ΔE to the lowest compared entry with this formula, charge and spin ... 0.0 kJ/mol
Multiplicity ... 4
Kohn-Sham gap (spin up / spin down) ... 6.65 / 6.88 eV
HOMO energy (spin up / spin down) ... -12.33 / -14.09 eV

Positions of all 11 atoms, in Å:
H: 0.675 -0.902 1.304
O: -2.407 -0.483 -0.703
C: -1.638 0.531 -0.077
C: -0.204 0.326 -0.322
C: 0.838 -0.206 0.422
H: -3.340 -0.300 -0.556
H: -1.804 0.529 1.019
H: -1.939 1.528 -0.446
C: 2.052 -0.598 0.025
O: 3.213 -0.722 -0.184
Pt: 4.554 0.298 -0.483



# C4H4O2S

The molecule C4H4O2S at a distorted geometry (ωB97M-V with the def2-TZVPD basis set, OMol25).

E ... -703.349333 Eh
Total charge ... 0
ΔE to the lowest compared entry with this formula, charge and spin ... 374.5 kJ/mol
Kohn-Sham gap (spin up / spin down) ... 7.25 / 6.83 eV
HOMO energy (spin up / spin down) ... -8.81 / -8.65 eV

Positions of all 11 atoms, in Å:
C: -0.539 1.785 0.245
C: -1.229 1.044 -0.673
C: 1.044 -1.989 0.555
C: 0.524 -0.803 -0.127
O: 0.532 -2.591 1.476
O: 0.530 1.430 0.747
S: -1.149 -0.637 -0.489
H: -0.779 2.847 0.500
H: -2.071 1.453 -1.379
H: 2.041 -2.116 0.052
H: 1.095 -0.423 -0.907



# C4H4O3

A structure of composition C4H4O3 (ωB97M-V with the def2-TZVPD basis set, OMol25).

E ... -380.381590 Eh
Total charge ... 0
ΔE to the lowest compared entry with this formula, charge and spin ... 434.4 kJ/mol
Kohn-Sham gap ... 11.17 eV
HOMO energy ... -10.23 eV

Positions of all 11 atoms, in Å:
O: -0.403 1.095 -1.338
C: -0.869 0.707 -0.047
C: 0.488 0.184 0.342
C: -0.153 -1.066 0.882
O: -1.332 -0.649 0.127
C: 0.824 0.440 -1.033
O: 1.581 1.020 0.033
H: -1.545 1.437 0.400
H: 0.237 -2.041 0.577
H: -0.364 -1.056 1.957
H: 1.350 -0.083 -1.823



# C4H4O3

The molecule C4H4O3 at a distorted geometry (ωB97M-V with the def2-TZVPD basis set, OMol25).

E ... -380.491611 Eh
SMILES ... CC(=O)C(=O)C=O
Total charge ... 0
ΔE to the lowest compared entry with this formula, charge and spin ... 145.5 kJ/mol
Kohn-Sham gap ... 8.63 eV
HOMO energy ... -9.62 eV

Positions of all 11 atoms, in Å:
C: 1.351 0.722 0.106
C: 0.238 0.257 -0.789
O: 0.348 -0.112 -1.934
C: -1.176 0.204 -0.164
O: -2.071 1.010 -0.238
C: -1.232 -1.187 0.517
O: -0.189 -1.790 0.608
H: 1.692 1.704 -0.228
H: 2.165 0.002 0.040
H: 1.024 0.802 1.147
H: -2.150 -1.611 0.936



# C4H4O3

A structure of composition C4H4O3 at a distorted geometry (ωB97M-V with the def2-TZVPD basis set, OMol25).

E ... -380.361308 Eh
Total charge ... 0
ΔE to the lowest compared entry with this formula, charge and spin ... 487.6 kJ/mol
Kohn-Sham gap ... 7.84 eV
HOMO energy ... -9.99 eV

Positions of all 11 atoms, in Å:
C: 1.962 1.024 -1.151
C: 0.491 0.739 -0.685
C: 0.112 -0.243 0.540
C: -1.503 -0.339 0.935
H: 2.253 0.186 -1.902
H: 2.703 1.128 -0.353
H: 1.597 2.180 -1.716
H: -2.193 0.751 0.873
O: -0.397 1.266 -1.380
O: 0.926 -1.412 0.505
O: -1.870 -1.270 1.532



# C4H4O3

The molecule C4H4O3 at a distorted geometry (ωB97M-V with the def2-TZVPD basis set, OMol25).

E ... -380.400471 Eh
Total charge ... 0
ΔE to the lowest compared entry with this formula, charge and spin ... 384.8 kJ/mol
Kohn-Sham gap (spin up / spin down) ... 8.44 / 7.68 eV
HOMO energy (spin up / spin down) ... -8.48 / -8.37 eV

Positions of all 11 atoms, in Å:
O: -0.528 1.301 -1.734
C: -0.771 0.658 -0.748
O: -1.994 0.511 -0.090
C: -1.395 -0.287 0.974
C: -0.102 -0.137 0.235
C: 2.076 -0.229 -0.451
O: 1.169 -0.375 0.449
H: -1.823 -1.296 0.997
H: -1.497 0.206 1.946
H: 3.093 -0.335 -0.106
H: 1.772 -0.015 -1.470



# C4H4O3

A structure of composition C4H4O3 at a distorted geometry (ωB97M-V with the def2-TZVPD basis set, OMol25).

E ... -380.407244 Eh
Total charge ... 0
ΔE to the lowest compared entry with this formula, charge and spin ... 367.0 kJ/mol
Kohn-Sham gap ... 10.54 eV
HOMO energy ... -9.73 eV

Positions of all 11 atoms, in Å:
O: -0.935 2.072 -1.788
C: -0.723 1.259 -0.946
O: -1.744 0.266 -0.463
C: -1.056 -0.270 0.640
C: 0.331 0.074 0.235
C: 1.483 -0.658 -0.286
O: 1.416 -0.097 1.049
H: -1.063 -1.358 0.763
H: -1.328 0.199 1.600
H: 2.122 -0.068 -0.938
H: 1.572 -1.743 -0.366